ORCA calculation (wB97M-V/def2-TZVPD) on a structure of composition H19O9 in a non-equilibrium geometry.

Its LUMO energy is -2.893 eV. The energy above the lowest of the compared OMol25 structures with the same formula, charge and spin is 52.7 kcal per mole. Its total energy is -688.29271 a.u. As for the net charge: +1. The frontier orbital gap comes out at 11.4 eV. The HOMO energy is -14.267 eV.

Geometry (Å):
O 4.23 -0.14 -0.54
H 3.27 -0.01 -0.47
H 4.48 0.60 -1.10
O 2.56 -0.46 2.25
H -1.64 -0.86 0.65
O 0.22 0.41 1.48
H 0.19 0.27 2.44
H 0.51 1.30 1.26
O -0.09 -3.38 -1.14
H 0.79 -3.74 -0.99
H -0.57 -3.89 -1.80
O -1.02 -1.74 1.08
H -0.43 -1.34 1.75
H -0.47 -2.14 0.38
O -2.66 -0.10 0.52
H -2.62 0.62 1.15
H -3.02 0.06 -0.35
O 1.57 3.57 -0.35
H 1.05 3.59 -1.16
H 1.68 4.52 -0.22
O -1.68 -1.15 -2.14
H -1.90 -1.04 -3.07
H -0.82 -1.58 -2.12
O -3.12 2.38 -0.29
H -3.93 2.89 -0.35
H -2.81 2.24 -1.19
H 2.98 -0.21 1.43
H 3.24 -0.67 2.89

---

ORCA calculation (wB97M-V/def2-TZVPD) on a cluster of 9 separate species, H19O9 in total in a non-equilibrium geometry.

Its LUMO energy is -3.024 eV. The energy above the lowest of the compared OMol25 structures with the same formula, charge and spin is 65.2 kcal per mole. Its total energy is -688.27278 a.u. As for the net charge: +1. The frontier orbital gap comes out at 11.4 eV. The HOMO energy is -14.472 eV.

Geometry (Å):
O 3.72 -0.34 -0.55
H 4.67 -0.41 -0.70
H 3.38 -1.22 -0.74
O 2.15 -1.19 2.45
H -2.44 -1.61 0.26
O 0.66 1.35 1.53
H 1.49 1.07 1.95
H 1.14 1.98 0.96
O -0.21 -3.62 -1.26
H 0.31 -4.16 -0.65
H 0.47 -3.00 -1.55
O -1.00 -1.28 1.34
H -0.56 -0.45 1.56
H -0.36 -1.98 1.58
O -2.72 -0.88 -0.42
H -2.25 -0.14 0.02
H -1.93 -1.04 -1.07
O 1.29 3.77 -0.30
H 1.29 4.67 0.03
H 0.72 3.35 0.33
O -1.28 -0.72 -2.57
H -1.91 -1.22 -3.10
H -1.42 0.17 -2.95
O -3.30 2.64 -0.31
H -4.19 2.63 -0.65
H -3.05 3.56 -0.43
H 2.87 -0.85 1.91
H 2.45 -1.07 3.36

---

ORCA calculation (wB97M-V/def2-TZVPD) on a cluster of 2 separate species, H2 in total in a non-equilibrium geometry.

Its LUMO energy is -1.851 eV. The energy above the lowest of the compared OMol25 structures with the same formula, charge and spin is 105.9 kcal per mole. Its total energy is -0.99207 a.u. The frontier orbital gap comes out at 8.8 eV. The HOMO energy is -10.649 eV.

Geometry (Å):
H -0.65 -0.51 0.44
H 0.65 0.51 -0.44

---

ORCA calculation (wB97M-V/def2-TZVPD) on a cluster of 2 separate species, H2 in total in a non-equilibrium geometry.

Its LUMO energy is -3.945 eV. The energy above the lowest of the compared OMol25 structures with the same formula, charge and spin is 165.1 kcal per mole. Its total energy is -0.89774 a.u. The frontier orbital gap comes out at 5.3 eV. The HOMO energy is -9.195 eV.

Geometry (Å):
H 0.00 0.00 1.51
H 0.00 0.00 -1.51

---

ORCA calculation (wB97M-V/def2-TZVPD) on a cluster of 2 separate species, H2 in total in a non-equilibrium geometry.

Its LUMO energy is -3.133 eV. The energy above the lowest of the compared OMol25 structures with the same formula, charge and spin is 140.5 kcal per mole. Its total energy is -0.93696 a.u. The frontier orbital gap comes out at 6.7 eV. The HOMO energy is -9.822 eV.

Geometry (Å):
H 0.00 0.00 1.21
H 0.00 0.00 -1.21

---

ORCA calculation (wB97M-V/def2-TZVPD) on a structure of composition H20HfO10.

Its LUMO energy is -14.982 eV. The energy above the lowest of the compared OMol25 structures with the same formula, charge and spin is 0.0 kcal per mole. Its total energy is -810.90872 a.u. As for the net charge: +4. The frontier orbital gap comes out at 11.4 eV. The HOMO energy is -26.421 eV.

Geometry (Å):
Hf 0.10 0.11 -0.01
O -1.53 0.79 1.55
H -2.08 0.11 1.98
H -1.64 1.59 2.10
O 1.88 -1.50 -0.25
H 2.31 -1.71 -1.10
H 2.48 -1.87 0.43
O 1.03 0.15 2.24
H 1.42 0.92 2.71
H 1.23 -0.62 2.81
O -1.40 1.24 -1.43
H -1.98 1.98 -1.15
H -1.69 0.99 -2.33
O 1.04 0.42 -2.15
H 1.48 1.21 -2.53
H 0.94 -0.20 -2.90
O 2.29 1.12 0.12
H 2.87 0.99 0.90
H 2.90 1.35 -0.61
O 0.04 2.44 0.39
H -0.04 2.89 1.25
H 0.40 3.13 -0.21
O -0.47 -1.64 -1.57
H 0.13 -2.40 -1.70
H -1.29 -1.86 -2.06
O -0.37 -1.81 1.20
H 0.11 -2.66 1.09
H -1.20 -2.04 1.67
O -2.61 -0.92 -0.12
H -2.94 -1.83 -0.08
H -3.41 -0.38 -0.26

---

> Which of these has the lowest HOMO energy?

H20HfO10

---

> energy above the lowest of the compared OMol25 structures with the same formula, charge and spin of number 4 (H2)?

165.1 kcal per mole